(1)
Computed, not measured: a 2-piece molecular cluster, C4H7O3 overall at a distorted geometry, with ωB97M-V with the def2-TZVPD basis set.

HOMO (alpha / beta) = -13.7 / -14.1 eV
LUMO (alpha / beta) = -0.2157 / -0.1904 Ha
net charge = +1

Element x y z (Å)
C (-2.09, 0.05, -0.39)
C (2.62, -0.44, -0.61)
C (-0.95, -2.02, 0.22)
C (-0.89, 1.88, 0.42)
O (1.51, -0.37, -0.13)
O (-1.35, -0.90, -0.16)
O (-2.13, 1.30, -0.20)
H (3.37, 0.49, -0.63)
H (3.18, -1.33, -0.84)
H (-1.01, -2.48, 1.17)
H (-0.49, -2.66, -0.60)
H (-0.92, 2.11, 1.54)
H (-0.95, 2.94, -0.10)
H (0.09, 1.43, 0.30)

Atomic partial charges in e from the natural (NBO) method, atoms 1 to 4: number 1, C, carries 0.763; number 2, C, carries 0.321; number 3, C, carries 0.138; number 4, C, carries -0.357



(2)
Computed, not measured: C4H7O3Pd as an isolated structure at a distorted geometry, with ωB97M-V with the def2-TZVPD basis set.

⟨S²⟩ = 3.7576
HOMO (alpha / beta) = -18.5 / -20.1 eV
LUMO (alpha / beta) = -0.3667 / -0.5087 Ha
2S+1 = 4
net charge = +2

Element x y z (Å)
C (0.20, 1.10, 0.08)
C (0.15, 1.06, 1.59)
H (0.16, 2.11, -0.32)
H (1.08, 0.58, -0.32)
H (-0.67, 1.69, 1.97)
H (1.10, 1.46, 1.96)
H (0.02, 0.04, 1.96)
O (-2.11, -0.60, -1.99)
Pd (-2.72, 0.55, -0.56)
O (-1.00, 0.42, -0.45)
C (-1.01, -0.39, -1.50)
O (0.29, -1.70, -1.35)
C (1.25, -1.98, -0.56)
H (2.19, -2.32, -1.02)
H (1.08, -2.01, 0.52)

Atomic partial charges in e from the natural (NBO) method, atoms 1 to 4: number 1, C, carries -0.077; number 2, C, carries -0.666; number 3, H, carries 0.256; number 4, H, carries 0.236



(3)
Computed, not measured: C4H7O3Pr as an isolated structure at a distorted geometry, with ωB97M-V with the def2-TZVPD basis set.

⟨S²⟩ = 3.7533
HOMO (alpha / beta) = -10.9 / -11.1 eV
LUMO (alpha / beta) = -0.1585 / -0.1589 Ha
2S+1 = 4
net charge = +1

Element x y z (Å)
H (-1.85, 1.41, 2.05)
O (1.03, -0.24, 0.54)
C (0.31, -0.46, -0.54)
O (-0.91, -0.53, -0.58)
O (1.09, -0.57, -1.58)
C (0.48, -0.66, -2.87)
H (-0.17, -1.54, -2.92)
H (-0.09, 0.25, -3.08)
H (1.31, -0.76, -3.58)
C (0.38, -0.07, 1.77)
H (0.22, -1.00, 2.31)
C (0.30, 1.18, 2.31)
H (0.77, 2.02, 1.82)
H (0.02, 1.25, 3.37)
Pr (-2.88, -0.29, 1.00)

Atomic partial charges in e from the natural (NBO) method, atoms 1 to 4: number 1, H, carries -0.642; number 2, O, carries -0.462; number 3, C, carries 1.044; number 4, O, carries -0.802



(4)
Computed, not measured: a 2-piece molecular cluster, C4H7O4 overall at a distorted geometry, with ωB97M-V with the def2-TZVPD basis set.

HOMO = -4.7 eV
LUMO = 0.1324 Ha
net charge = -1

Element x y z (Å)
O (-0.68, 1.52, -1.14)
C (0.18, 0.65, -0.93)
O (1.44, 0.78, -1.04)
C (-0.27, -0.77, -0.46)
C (-1.27, -0.59, 0.69)
C (-1.79, -1.87, 1.23)
O (-2.63, -1.92, 2.10)
H (0.63, -1.33, -0.27)
H (-0.71, -1.21, -1.37)
H (-0.65, -0.03, 1.41)
H (-2.07, 0.12, 0.50)
H (-1.50, -2.84, 0.78)
H (3.48, 1.57, 0.38)
H (3.22, 1.70, -1.10)
O (3.92, 1.83, -0.44)

Atomic partial charges in e from the natural (NBO) method, atoms 1 to 4: number 1, O, carries -0.765; number 2, C, carries 0.774; number 3, O, carries -0.835; number 4, C, carries -0.525



| no. | E (a.u.) |
| --- | --- |
| 1 | -381.7957 |
| 2 | -509.1552 |
| 3 | -898.9985 |
| 4 | -457.6436 |